Entry 1:
Computed, not measured: a molecular structure, C20H27N3PdS2 in a non-equilibrium geometry, with ωB97M-V/def2-TZVPD.

Output
spin multiplicity = 3
total charge = +2
ΔE to the lowest compared entry with this formula, charge and spin = 0.0000 eV
E_tot = -50781.5661 eV
frontier orbital gap (alpha / beta) = 6.698 / 3.575 eV
HOMO energy (alpha / beta) = -13.50 / -13.50 eV

```
53
Properties=species:S:1:pos:R:3:lowdin_charge:R:1
H 2.172 0.329 -2.611 0.044
H 2.212 -1.176 2.385 0.135
H 0.520 1.802 4.344 0.041
H 0.467 -2.068 3.821 0.100
H -1.205 -3.591 0.510 0.058
C 3.903 -0.626 0.617 -0.391
H 4.773 -0.604 -0.042 0.106
H -4.220 0.235 -3.791 0.126
H -5.288 -0.278 0.895 0.116
C 2.955 -0.121 -1.989 -0.294
H -5.386 -0.234 -1.651 0.131
C -1.809 -2.874 1.080 -0.293
C 1.631 -3.133 2.329 -0.217
H 1.934 2.619 3.434 0.042
C -0.203 2.540 -3.860 0.004
H 2.335 -3.493 3.096 0.147
H 1.505 -3.907 1.563 0.134
H -0.281 2.710 -4.937 0.131
C -4.444 0.024 0.282 -0.035
N -0.028 2.020 -1.128 0.082
C 0.302 -2.703 2.937 -0.391
H 4.111 0.035 1.473 0.100
N 2.198 -1.929 1.688 -0.214
H 1.737 3.083 -1.128 0.103
C -4.493 0.067 -1.099 0.002
C -1.093 1.584 -1.793 -0.166
H 2.972 -1.207 -2.141 0.058
C -3.228 0.366 0.914 -0.168
C 0.899 2.747 -1.741 -0.169
C -3.381 0.533 -1.825 -0.142
S 2.569 0.255 -0.253 0.877
C 0.855 2.473 3.546 -0.097
H -3.118 0.281 1.997 0.103
Pd 0.802 -1.211 0.166 0.695
H 0.302 3.735 1.914 0.052
H 3.512 -2.749 0.270 0.134
C -1.207 1.786 -3.223 -0.143
H 1.611 3.700 -3.544 0.116
C -3.363 0.634 -3.247 -0.010
H -2.483 -2.337 0.401 0.043
C -2.207 0.940 -1.076 -0.164
H 4.248 -2.388 1.863 0.147
C -0.018 3.050 2.708 -0.073
H -1.101 2.924 2.816 0.052
N -2.161 0.789 0.245 0.082
H -2.403 -3.372 1.856 0.077
S -0.729 -1.647 1.873 0.877
H 3.920 0.337 -2.240 0.078
C 3.547 -2.027 1.094 -0.217
H -0.324 -3.545 3.241 0.106
C -2.322 1.234 -3.916 -0.010
C 0.837 3.069 -3.115 -0.034
H -2.336 1.321 -5.003 0.127
```

Entry 2:
Computed, not measured: 5 unconnected molecules or ions with the total composition C28H26B2F32N2O7S in a non-equilibrium geometry, with ωB97M-V/def2-TZVPD.

Output
total charge = 0
E_tot = -145915.6174 eV
frontier orbital gap = 7.385 eV
HOMO energy = -8.89 eV
structure (SMILES) = FC(F)C(F)(F)COC(F)(F)C(F)F.FC(F)C(F)(F)COC(F)(F)C(F)F.FC(F)C(F)(F)COC(F)(F)C(F)F.FC(F)C(F)(F)COC(F)(F)C(F)F.COB(O)c1cc2nsnc2cc1B(C)O

```
98
Properties=species:S:1:pos:R:3:lowdin_charge:R:1
C 5.398 6.786 -8.705 -0.301
F -2.364 -4.227 3.430 0.095
C 5.653 4.599 -5.721 -0.480
H -7.589 -4.121 1.590 0.150
C 3.454 0.250 -4.106 -0.001
F -0.584 -0.686 6.660 0.101
H -11.120 -5.335 4.390 0.175
O 5.620 -1.908 -2.759 -0.048
F 5.919 4.308 -4.420 0.104
H -2.996 -0.248 1.994 0.178
C 0.616 -1.061 -3.307 -0.278
C -0.324 2.207 8.364 -0.301
F 0.768 0.775 3.726 0.140
C -3.326 -1.279 2.158 -0.289
F -3.565 -1.641 -0.140 0.100
C 1.920 -1.934 -3.341 0.054
F 4.357 6.235 -8.051 0.093
H 5.204 2.532 -6.206 0.140
H 6.979 6.776 -6.472 0.144
F 1.239 1.376 5.743 0.135
H 0.024 3.282 5.871 0.144
O -0.787 -3.455 1.162 0.039
F -0.592 -4.299 4.684 0.101
H -0.705 -1.129 4.735 0.141
C 6.698 6.005 -8.518 -0.435
H -1.647 3.388 5.435 0.149
C -1.459 -2.291 0.656 -0.041
C 0.798 0.454 -3.725 -0.254
N -0.458 1.195 -3.668 -0.260
H 6.527 0.073 -5.259 0.132
F 3.537 3.511 -5.715 0.088
F -8.709 -6.286 4.694 0.142
F -3.490 -3.413 1.110 0.125
H -1.380 -2.395 -0.431 0.126
C 0.287 0.788 4.992 -0.496
F -9.740 -2.440 2.199 0.126
F -8.679 -0.225 3.437 0.091
O 5.721 0.537 -5.607 0.056
C 5.054 -1.788 -1.421 -0.083
F -10.753 -3.394 4.539 0.096
C -0.021 -0.647 5.433 -0.284
F -0.887 1.953 9.573 0.093
H 0.301 3.098 8.471 0.174
H 5.523 1.477 -2.297 0.088
C -2.967 -2.170 0.969 -0.429
H 8.305 5.886 -7.136 0.149
C 2.159 1.131 -4.118 0.065
O -0.864 1.608 4.961 0.030
C -7.864 -3.815 2.604 -0.042
B 4.604 -2.197 -3.739 -0.504
H 4.699 2.795 -3.277 0.081
C 7.213 5.890 -7.068 -0.043
H -0.838 -5.439 3.068 0.177
F 1.114 -1.387 5.501 0.102
F 4.532 3.722 -7.636 0.111
C -1.027 -4.417 3.406 -0.270
F -7.827 -1.825 1.377 0.103
C -1.408 2.418 7.308 -0.435
C -0.324 -3.404 2.495 -0.494
H -0.911 -1.372 0.882 0.146
C -0.909 2.711 5.877 -0.044
H 4.423 -0.847 -1.257 0.102
F -2.157 3.494 7.693 0.104
S -1.605 0.019 -3.143 0.898
H 6.543 2.342 -3.570 0.077
C -8.143 -1.453 3.663 -0.299
F -2.799 -1.717 3.319 0.088
O 6.911 4.678 -6.361 0.038
N -0.726 -1.447 -2.950 -0.267
O 4.734 -3.234 -4.749 0.111
C -8.974 -4.986 4.424 -0.504
F 5.049 6.812 -10.017 0.093
C 3.260 -1.268 -3.724 -0.024
H 1.890 -3.034 -3.054 0.113
F 0.473 1.156 8.094 0.094
F -0.408 -2.138 2.954 0.109
F 0.997 -3.691 2.439 0.149
H 4.406 -2.719 -1.216 0.112
C -10.405 -4.658 4.863 -0.277
F -8.044 -4.274 5.089 0.136
H -7.068 -1.319 3.821 0.166
F -2.263 1.368 7.268 0.128
F -4.672 -1.255 2.339 0.085
H 5.508 7.822 -8.372 0.174
C -8.415 -2.379 2.479 -0.434
F 5.075 5.817 -5.712 0.137
H 2.204 2.232 -4.398 0.095
F 7.671 6.644 -9.233 0.104
H 5.929 -1.721 -0.670 0.112
F 6.604 4.763 -9.051 0.129
F -8.692 -1.896 4.810 0.093
C 5.489 1.974 -3.345 -0.028
C 4.753 3.517 -6.321 -0.267
H 5.659 -3.583 -4.710 0.115
B 4.926 0.891 -4.455 -0.406
H -6.926 -3.852 3.165 0.144
O -8.781 -4.832 3.032 0.033
F -10.534 -4.767 6.208 0.096
```

Q: Which of these has the highest E_tot?
A: C20H27N3PdS2

Copy entry 1 word for word.
Computed, not measured: a molecular structure, C20H27N3PdS2 in a non-equilibrium geometry, with ωB97M-V/def2-TZVPD.

Output
spin multiplicity = 3
total charge = +2
ΔE to the lowest compared entry with this formula, charge and spin = 0.0000 eV
E_tot = -50781.5661 eV
frontier orbital gap (alpha / beta) = 6.698 / 3.575 eV
HOMO energy (alpha / beta) = -13.50 / -13.50 eV

```
53
Properties=species:S:1:pos:R:3:lowdin_charge:R:1
H 2.172 0.329 -2.611 0.044
H 2.212 -1.176 2.385 0.135
H 0.520 1.802 4.344 0.041
H 0.467 -2.068 3.821 0.100
H -1.205 -3.591 0.510 0.058
C 3.903 -0.626 0.617 -0.391
H 4.773 -0.604 -0.042 0.106
H -4.220 0.235 -3.791 0.126
H -5.288 -0.278 0.895 0.116
C 2.955 -0.121 -1.989 -0.294
H -5.386 -0.234 -1.651 0.131
C -1.809 -2.874 1.080 -0.293
C 1.631 -3.133 2.329 -0.217
H 1.934 2.619 3.434 0.042
C -0.203 2.540 -3.860 0.004
H 2.335 -3.493 3.096 0.147
H 1.505 -3.907 1.563 0.134
H -0.281 2.710 -4.937 0.131
C -4.444 0.024 0.282 -0.035
N -0.028 2.020 -1.128 0.082
C 0.302 -2.703 2.937 -0.391
H 4.111 0.035 1.473 0.100
N 2.198 -1.929 1.688 -0.214
H 1.737 3.083 -1.128 0.103
C -4.493 0.067 -1.099 0.002
C -1.093 1.584 -1.793 -0.166
H 2.972 -1.207 -2.141 0.058
C -3.228 0.366 0.914 -0.168
C 0.899 2.747 -1.741 -0.169
C -3.381 0.533 -1.825 -0.142
S 2.569 0.255 -0.253 0.877
C 0.855 2.473 3.546 -0.097
H -3.118 0.281 1.997 0.103
Pd 0.802 -1.211 0.166 0.695
H 0.302 3.735 1.914 0.052
H 3.512 -2.749 0.270 0.134
C -1.207 1.786 -3.223 -0.143
H 1.611 3.700 -3.544 0.116
C -3.363 0.634 -3.247 -0.010
H -2.483 -2.337 0.401 0.043
C -2.207 0.940 -1.076 -0.164
H 4.248 -2.388 1.863 0.147
C -0.018 3.050 2.708 -0.073
H -1.101 2.924 2.816 0.052
N -2.161 0.789 0.245 0.082
H -2.403 -3.372 1.856 0.077
S -0.729 -1.647 1.873 0.877
H 3.920 0.337 -2.240 0.078
C 3.547 -2.027 1.094 -0.217
H -0.324 -3.545 3.241 0.106
C -2.322 1.234 -3.916 -0.010
C 0.837 3.069 -3.115 -0.034
H -2.336 1.321 -5.003 0.127
```

Q: What is the formula in the second record?
A: C28H26B2F32N2O7S

Q: Which value of total charge does entry 2 give?
A: 0